Entry 1:
The following is a DFT calculation (wB97M-V/def2-TZVPD) of a molecular structure, C24H44IrN5O5SbSi3.

Its HOMO-LUMO gap (spin up / spin down) is 0.19540 / 0.19550 hartree. As for the expectation value of S²: 0.7568. As for the net charge: +2. Its spin multiplicity is 2. The LUMO energy (spin up / spin down) is -8.1 / -8.1 eV. For the electronic energy, the calculation gives -76284.16012 eV.

Atoms and positions in Å:
Ir -0.0651 0.0003 0.0862
O 1.9704 0.3925 0.1241
C 2.7071 0.0983 1.1054
C 2.3305 0.0339 2.4587
C 3.3262 -0.3422 3.3929
C 2.9976 -0.4451 4.7038
C 1.6878 -0.2041 5.1526
C 0.7116 0.1785 4.2698
C 1.0037 0.3339 2.8963
O 0.0761 0.7755 2.0999
N 4.0407 -0.8218 5.6816
O 3.6882 -0.9423 6.8336
O 5.1556 -1.0167 5.2483
H 3.7578 -0.1013 0.8685
H 4.3436 -0.5410 3.0779
H 1.4696 -0.3301 6.2050
H -0.2976 0.3756 4.6065
O -4.0879 -0.4068 0.4212
C -3.0124 -0.1213 0.0922
N -1.9214 0.2388 -0.3101
C -2.2272 5.7342 -0.7860
Si -2.4164 3.9072 -0.6135
C -2.6402 3.0224 -2.2203
C -3.4960 3.3682 0.7841
Sb -0.0179 3.0967 0.1976
Si 0.4767 4.3067 2.4535
C -0.7669 3.6598 3.6609
C 2.2404 3.8672 2.8310
C 0.3046 6.1146 2.0975
Si 1.7256 3.6034 -1.6781
C 3.4120 3.3101 -0.9824
C 1.4038 5.3930 -2.0318
C 1.3105 2.4661 -3.0730
H -3.1994 6.1569 -1.0641
H -1.5190 5.9999 -1.5696
H -1.9196 6.2100 0.1431
H -3.6698 3.1285 -2.5777
H -2.4311 1.9591 -2.1099
H -1.9852 3.4434 -2.9850
H -4.5490 3.5599 0.5552
H -3.2515 3.9130 1.6972
H -3.3917 2.3012 0.9778
H -1.0378 2.6261 3.4440
H -1.6735 4.2673 3.6521
H -0.3498 3.6988 4.6714
H 2.4572 2.8158 2.6375
H 2.4697 4.0650 3.8823
H 2.9145 4.4760 2.2245
H -0.7359 6.4275 2.0134
H 0.8416 6.4206 1.1985
H 0.7417 6.6622 2.9400
H 3.6339 4.0002 -0.1662
H 4.1640 3.4632 -1.7629
H 3.5130 2.2882 -0.6206
H 1.3320 5.9914 -1.1224
H 0.4966 5.5363 -2.6199
H 2.2414 5.7879 -2.6175
H 1.4196 1.4235 -2.7639
H 2.0053 2.6443 -3.8998
H 0.2977 2.6191 -3.4463
C 1.1298 -3.7423 -3.6229
C 0.3559 -2.4461 -3.7204
N 0.2263 -1.8789 -2.3750
C 0.2466 -2.5851 -1.2402
N 0.1058 -1.9142 -0.0591
C -0.0135 -2.6819 1.1949
C 0.8474 -3.9249 1.1262
C 0.4128 -4.7374 -0.0696
N 0.4083 -3.9051 -1.2817
C 0.4799 -4.6159 -2.5707
H 2.1669 -3.5409 -3.3476
H 1.1292 -4.2550 -4.5828
H -0.6342 -2.6179 -4.1459
H 0.8721 -1.7196 -4.3444
H -0.0080 -0.9018 -2.2900
H -1.0616 -2.9476 1.3591
H 0.2939 -2.0381 2.0159
H 0.7392 -4.5121 2.0368
H 1.8986 -3.6432 1.0239
H -0.5861 -5.1525 0.0849
H 1.0925 -5.5681 -0.2489
H -0.5259 -4.9149 -2.8760
H 1.0582 -5.5221 -2.4050

Atomic partial charges in e from the Löwdin method, atoms 1 to 5: Ir 1.2851; O -0.2411; C -0.1403; C -0.1460; C 0.0749

---

Entry 2:
The following is a DFT calculation (wB97M-V/def2-TZVPD) of a molecular structure, C24H45AuNO3P2.

Its HOMO-LUMO gap (spin up / spin down) is 0.23087 / 0.24911 hartree. As for the expectation value of S²: 2.0134. As for the net charge: +1. Its spin multiplicity is 3. The LUMO energy (spin up / spin down) is -3.9 / -4.7 eV. For the electronic energy, the calculation gives -55504.10607 eV.

Atoms and positions in Å:
Au 0.1416 -0.0025 0.5527
C -1.7114 1.5704 0.9064
C -2.1269 0.6450 -0.1328
C -1.9964 -0.5643 1.8520
C -1.6962 0.8213 2.1792
C -2.2713 -0.6798 0.4530
C -1.7344 3.0783 0.7695
H -1.4066 3.4644 -0.2229
H -1.1286 3.6315 1.5157
H -2.7748 3.4585 0.8963
C -1.7178 1.4727 3.4932
H -1.4646 2.5359 3.5164
H -1.0150 1.0483 4.2713
H -2.6709 1.3052 3.9926
C -2.1555 -1.6328 2.8613
H -3.2282 -1.7434 3.1238
H -1.6370 -1.4445 3.8383
H -1.8210 -2.6499 2.5708
C -3.0747 -1.8382 -0.0488
H -4.1335 -1.6013 0.1870
H -2.8794 -2.7950 0.4764
H -3.0664 -2.0761 -1.1305
C -2.8747 1.1558 -1.2919
H -3.8185 1.5732 -0.8778
H -3.1892 0.4005 -2.0195
H -2.4100 2.0001 -1.8327
C 1.5455 0.4255 -2.6401
C 0.5375 1.2875 -2.7887
C -0.0538 1.6305 -4.1274
C -0.9327 0.4742 -4.6886
C -0.9850 -0.7515 -3.8086
C 0.0542 -1.6020 -3.7202
C 1.3539 -1.3687 -4.4349
C 2.2257 -0.2514 -3.7962
H 0.7504 1.8622 -4.8470
H -0.5048 0.1842 -5.6640
H -0.6521 2.5599 -4.0466
H 2.4932 0.4874 -4.5680
H 1.9373 0.0686 -1.6673
H -0.0037 1.7906 -1.9597
H 3.1832 -0.6843 -3.4515
H 1.9130 -2.3178 -4.5113
H -0.0823 -2.6085 -3.2906
H 1.1501 -1.0850 -5.4805
H -1.9466 0.8319 -4.9427
H -1.9757 -1.0588 -3.4204
P 1.7104 1.7683 1.3852
C 1.3742 2.5985 2.9621
H 2.2558 3.2193 3.1863
H 1.2327 1.9031 3.8317
H 0.5116 3.2767 2.9074
C 3.4217 1.2373 1.6324
H 3.9742 2.0990 2.0505
H 3.9092 0.9573 0.6852
H 3.5110 0.3985 2.3381
C 1.9419 3.2749 0.4024
H 2.4385 3.0773 -0.5551
H 2.6012 3.9439 0.9866
H 1.0042 3.8178 0.2121
P 0.9665 -2.2955 0.5565
C -0.2134 -3.6278 0.1495
H 0.3932 -4.4685 -0.2286
H -1.0023 -3.4104 -0.5751
H -0.7247 -3.9914 1.0669
C 2.6116 -2.6019 -0.1430
H 2.5839 -2.7877 -1.2238
H 3.0193 -3.5200 0.3233
H 3.3329 -1.7922 0.0713
C 1.3692 -3.1465 2.1105
H 1.5889 -4.2001 1.8423
H 0.5439 -3.1485 2.8259
H 2.2685 -2.7377 2.5753
O -0.1941 -1.3244 4.6724
N 0.1425 -0.1325 4.2837
O 1.1315 0.6144 4.7870
O 0.1502 -0.0090 2.8363

Atomic partial charges in e from the Löwdin method, atoms 1 to 5: Au 0.7378; C -0.2282; C -0.2485; C -0.2139; C -0.2020

---

Entry 3:
The following is a DFT calculation (wB97M-V/def2-TZVPD) of a molecular structure, C24H45ClIrN4O7S2Si.

Its HOMO-LUMO gap (spin up / spin down) is 0.26014 / 0.19270 hartree. As for the expectation value of S²: 0.7678. As for the net charge: +2. Its spin multiplicity is 2. The LUMO energy (spin up / spin down) is -6.4 / -8.3 eV. For the electronic energy, the calculation gives -90804.29265 eV.

Atoms and positions in Å:
Ir 0.1941 0.1046 0.9066
C -1.6048 4.0662 0.4761
C -1.7821 2.7234 1.1630
C -1.0713 2.6973 2.5283
C -3.2583 2.3921 1.3334
O -1.1456 1.6841 0.3401
Si -1.6878 1.0004 -1.1412
S 0.0558 -0.1654 -1.2973
O -1.9127 2.0810 -2.2780
C -1.3008 2.8292 -3.3754
C -2.0842 4.1240 -3.4827
C -1.4516 1.9853 -4.6272
C 0.1598 3.0975 -3.0576
O -2.9846 0.1616 -0.7549
C -4.1913 -0.3973 -1.3700
C -4.1859 -1.8694 -1.0044
C -4.1422 -0.1982 -2.8744
C -5.3779 0.3254 -0.7612
H -1.8861 4.8786 1.1493
H -2.2458 4.1206 -0.4022
H -0.5757 4.2136 0.1463
H -1.6632 3.2616 3.2558
H 0.9278 2.8162 1.7219
H -1.8175 0.7459 2.8667
H -3.7108 3.0870 2.0420
H -3.4284 1.3688 1.6733
H -3.7804 2.4903 0.3828
H -3.1471 3.9192 -3.6133
H -1.7382 4.6982 -4.3422
H -1.9499 4.7373 -2.5903
H -2.5022 1.7768 -4.8286
H -0.9193 1.0373 -4.5234
H -1.0368 2.5151 -5.4848
H 0.2556 3.6741 -2.1341
H 0.6057 3.6769 -3.8663
H 0.7258 2.1725 -2.9519
H -3.3194 -2.3707 -1.4368
H -5.0883 -2.3522 -1.3806
H -4.1539 -1.9925 0.0791
H -3.2958 -0.7316 -3.3137
H -4.0635 0.8588 -3.1276
H -5.0558 -0.5885 -3.3231
H -5.3699 0.2329 0.3260
H -6.3074 -0.1087 -1.1297
H -5.3729 1.3832 -1.0328
O -0.8412 -2.8384 0.0766
Cl -0.6200 -2.5298 1.4339
O -0.6594 -3.6474 2.2955
O -1.5229 -1.4762 1.9281
O 0.7540 -1.7598 1.5561
N 0.9557 3.0561 3.7984
C 0.3248 3.2828 2.4990
N -0.9723 1.2973 2.9797
C -0.2996 1.0456 4.1415
C -0.5392 -0.1001 4.9195
C 0.1495 -0.2798 6.0829
C 1.1089 0.6817 6.5333
C 1.3836 1.7845 5.7954
C 0.6999 1.9930 4.5618
H 1.6978 3.6805 4.0826
H 0.2926 4.3513 2.3043
H -1.2781 -0.8189 4.5876
H -0.0457 -1.1545 6.6887
H 1.6071 0.5272 7.4806
H 2.1029 2.5229 6.1289
C 3.5081 -4.0606 0.5096
C 4.1768 -2.7298 0.2083
N 3.2862 -1.5824 0.4669
C 3.2534 -0.7067 1.4414
S 2.2909 0.7846 1.2010
N 3.9567 -0.7494 2.5583
C 4.7515 -1.8410 3.1558
C 4.5530 -1.8341 4.6598
H 4.2385 -4.8658 0.4385
H 2.7096 -4.2699 -0.2026
H 3.0734 -4.0747 1.5104
H 4.4387 -2.6572 -0.8464
H 5.0980 -2.5897 0.7650
H 2.5621 -1.4419 -0.2266
H 3.8667 0.0756 3.1316
H 5.8031 -1.6993 2.9054
H 4.4155 -2.7844 2.7371
H 4.9448 -0.9189 5.1087
H 5.0875 -2.6724 5.1038
H 3.4967 -1.9324 4.9113

Atomic partial charges in e from the Löwdin method, atoms 1 to 5: Ir 0.7960; C 0.0111; C -0.4874; C -0.2093; C 0.0101

---

Respective largest force on an atom values: 5.88; 8.68; 1.72 eV/A.